The following is a DFT calculation (ωB97M-V/def2-TZVPD) of C41H48AsHfN6OPS3 as an isolated structure in a non-equilibrium geometry.

```
102
Properties=species:S:1:pos:R:3:mulliken_charge:R:1
Hf 1.572 0.562 -1.063 2.200
N -0.402 2.002 -1.000 -0.720
C -0.936 2.179 0.368 1.165
C 0.213 2.476 1.303 -0.626
N 1.263 1.421 1.189 -0.308
C 2.520 1.840 1.872 -0.062
C 3.629 0.925 1.415 -0.982
N 3.644 0.988 -0.066 -0.432
H -0.096 2.905 -1.356 0.332
H -1.138 1.701 -1.636 0.200
H -1.426 1.259 0.667 -1.478
H -1.677 2.979 0.415 0.727
H -0.143 2.553 2.333 0.461
H 0.688 3.425 1.048 -0.055
H 0.920 0.609 1.708 0.249
H 2.400 1.825 2.957 0.514
H 2.728 2.866 1.577 -0.139
H 3.446 -0.107 1.728 0.241
H 4.582 1.235 1.845 0.632
H 4.343 0.353 -0.438 0.425
H 3.943 1.936 -0.322 0.213
N 1.851 -0.287 -5.140 -0.304
C 1.948 -0.306 -3.832 0.557
O 1.022 0.185 -3.113 -0.582
C 3.161 -0.861 -3.143 -1.040
C 2.763 -1.246 -1.695 -1.138
H 1.043 0.124 -5.585 0.274
H 2.595 -0.646 -5.716 0.242
H 3.920 -0.071 -3.169 0.321
H 3.565 -1.694 -3.725 0.599
H 3.660 -1.518 -1.135 0.692
H 2.163 -2.159 -1.757 0.417
S 1.948 6.968 1.220 -0.192
C 2.458 5.696 0.336 0.168
S 1.559 5.126 -1.058 -0.094
C 2.676 3.838 -1.281 0.269
N 3.646 3.829 -0.437 -0.454
N 3.542 4.860 0.469 0.359
C 4.657 5.015 1.366 0.610
C 5.927 4.705 0.897 -0.299
C 7.012 4.841 1.747 -0.712
C 6.832 5.286 3.050 -0.486
C 5.558 5.583 3.505 -0.839
C 4.457 5.447 2.668 -0.395
S 2.389 2.563 -2.469 -0.580
H 6.071 4.383 -0.125 0.477
H 8.005 4.614 1.383 0.410
H 7.684 5.407 3.705 0.415
H 5.408 5.928 4.519 0.391
H 3.468 5.675 3.031 0.368
C -2.197 -1.021 0.281 -0.622
C -2.163 -1.049 1.802 -1.988
As -3.914 -1.374 2.680 0.169
C -4.219 -3.064 1.755 0.083
C -4.684 -3.214 0.449 0.072
C -4.764 -4.474 -0.129 -0.818
C -4.384 -5.599 0.594 -0.477
C -3.934 -5.461 1.898 -0.776
C -3.856 -4.199 2.476 -0.394
C -4.988 -0.117 1.652 0.236
C -4.493 1.165 1.423 -0.184
C -5.262 2.121 0.774 -0.567
C -6.547 1.805 0.354 -0.638
C -7.061 0.543 0.607 -0.575
C -6.289 -0.413 1.257 -0.356
P -0.569 -1.296 -0.517 0.650
C 0.005 -2.814 0.270 0.572
C -0.816 -3.947 0.273 -0.476
C -0.407 -5.095 0.928 -0.764
C 0.819 -5.127 1.585 -0.825
C 1.635 -4.006 1.598 -0.563
C 1.222 -2.854 0.942 -0.238
C -1.051 -1.791 -2.201 0.817
C -2.049 -1.075 -2.859 -0.625
C -2.395 -1.391 -4.166 -0.828
C -1.744 -2.426 -4.823 -0.713
C -0.754 -3.146 -4.169 -0.788
C -0.406 -2.831 -2.864 -0.616
H -2.678 -0.114 -0.088 1.095
H -2.787 -1.855 -0.109 0.395
H -1.725 -0.141 2.228 0.388
H -1.566 -1.890 2.162 0.787
H -5.002 -2.349 -0.122 0.555
H -5.134 -4.580 -1.141 0.442
H -4.460 -6.581 0.147 0.433
H -3.662 -6.335 2.476 0.483
H -3.514 -4.106 3.501 0.416
H -3.508 1.440 1.790 0.441
H -4.873 3.120 0.618 0.416
H -7.153 2.547 -0.149 0.420
H -8.072 0.300 0.308 0.411
H -6.716 -1.388 1.460 0.489
H -1.780 -3.937 -0.226 0.436
H -1.049 -5.965 0.932 0.506
H 1.136 -6.028 2.092 0.425
H 2.585 -4.029 2.114 0.478
H 1.871 -1.981 0.957 0.094
H -2.590 -0.278 -2.360 0.249
H -3.183 -0.840 -4.661 0.514
H -2.023 -2.684 -5.836 0.465
H -0.264 -3.971 -4.670 0.511
H 0.350 -3.419 -2.356 0.370
```

- calculated total energy (eV) = -158215.1004
- charge = +2
- ΔE to the lowest compared entry with this formula, charge and spin (kJ/mol) = 0.0
- HOMO level (eV) = -12.6
- LUMO energy (Ha) = -0.203
- M (g/mol) = 1021.46
- HOMO-LUMO gap (eV) = 7.022
- largest force on an atom (eV Å⁻¹) = 1.2

---

The following is a DFT calculation (ωB97M-V/def2-TZVPD) of C6H13NS as an isolated structure in a non-equilibrium geometry.

```
21
Properties=species:S:1:pos:R:3:mulliken_charge:R:1
C 2.901 -0.377 -0.210 -0.841
C 0.658 -0.210 0.734 -1.474
C -0.896 -0.120 0.364 0.582
C -0.286 2.573 -0.174 -0.646
C -1.415 -1.311 -0.102 -0.250
C -2.937 -1.401 -0.256 -1.113
H 3.198 0.092 0.810 0.276
H 3.796 0.319 -0.868 0.248
H 3.326 -1.603 -0.119 0.235
H 1.070 -0.570 -1.195 0.224
H 1.076 0.429 1.439 0.497
H 0.866 -1.151 1.197 0.550
H 0.806 1.909 -0.631 0.272
H -0.994 3.360 -1.012 0.264
H -0.099 3.087 1.101 0.201
H -0.849 -2.220 0.083 0.319
H -3.470 -1.746 0.695 0.248
H -3.486 -0.333 -0.408 0.238
H -3.228 -2.042 -0.997 0.370
N 1.569 -0.143 -0.464 -0.118
S -1.605 1.457 0.013 -0.084
```

- calculated total energy (eV) = -18752.0951
- charge = 0
- ΔE to the lowest compared entry with this formula, charge and spin (kJ/mol) = 596.5
- HOMO level (eV) = -7.9
- LUMO energy (Ha) = 0.029
- M (g/mol) = 131.24
- HOMO-LUMO gap (eV) = 8.685
- largest force on an atom (eV Å⁻¹) = 6.0

---

The following is a DFT calculation (ωB97M-V/def2-TZVPD) of a 8-piece molecular cluster, C32H64O16S8 overall in a non-equilibrium geometry.

```
120
Properties=species:S:1:pos:R:3:mulliken_charge:R:1
O 27.601 -8.161 1.262 -0.662
S 26.311 -8.805 1.227 1.464
O 25.222 -8.149 0.548 -0.708
C 26.461 -10.512 0.639 -0.903
C 25.883 -11.366 1.737 -0.670
C 26.231 -10.739 3.085 -0.557
C 25.826 -9.278 2.893 -0.744
H 27.547 -10.585 0.520 0.396
H 26.061 -10.594 -0.368 0.451
H 24.791 -11.392 1.640 0.294
H 26.166 -12.406 1.566 0.367
H 27.304 -10.853 3.252 0.280
H 25.662 -11.148 3.915 0.350
H 26.177 -8.516 3.585 0.253
H 24.734 -9.229 2.926 0.396
O 24.094 -4.994 -6.721 -0.760
S 24.697 -3.719 -6.446 1.157
O 26.115 -3.600 -6.243 -0.519
C 24.183 -2.548 -7.727 -0.773
C 24.518 -1.235 -7.004 -0.822
C 23.666 -1.357 -5.731 -0.059
C 23.848 -2.781 -5.163 -0.072
H 23.102 -2.681 -7.755 0.315
H 24.704 -2.852 -8.629 0.444
H 25.566 -1.312 -6.707 0.352
H 24.292 -0.390 -7.648 0.414
H 22.629 -1.329 -6.091 0.366
H 23.683 -0.545 -5.007 -0.245
H 22.863 -3.251 -5.125 0.433
H 24.230 -2.929 -4.153 -0.228
O 28.031 -2.378 3.262 -0.751
S 27.375 -3.171 2.259 1.053
O 27.573 -2.952 0.854 -0.357
C 27.630 -4.954 2.528 0.456
C 26.453 -5.469 3.362 -0.305
C 25.712 -4.225 3.887 -1.102
C 25.634 -3.260 2.726 -0.764
H 28.671 -5.087 2.815 0.491
H 27.514 -5.418 1.550 -0.648
H 25.723 -6.003 2.747 -0.018
H 26.789 -6.173 4.123 0.324
H 26.345 -3.825 4.686 0.379
H 24.780 -4.487 4.386 0.443
H 25.263 -2.269 2.968 0.557
H 25.169 -3.631 1.810 0.242
O 24.856 -1.499 0.224 -0.675
S 24.189 -1.439 -1.050 1.144
O 23.820 -2.633 -1.772 -0.660
C 22.721 -0.373 -0.967 -0.955
C 22.695 0.112 -2.396 -0.329
C 24.086 0.706 -2.653 -0.979
C 25.128 -0.317 -2.153 -0.477
H 22.966 0.357 -0.198 0.344
H 21.946 -1.073 -0.661 0.466
H 22.552 -0.769 -3.028 0.152
H 21.887 0.811 -2.608 0.441
H 24.186 1.603 -2.039 0.379
H 24.251 0.980 -3.692 0.467
H 25.816 0.112 -1.433 0.517
H 25.490 -0.966 -2.946 0.190
O 29.006 -9.885 -3.752 -0.475
S 29.418 -10.630 -4.897 0.955
O 29.432 -12.065 -4.855 -0.682
C 28.479 -10.100 -6.319 -0.238
C 29.437 -9.614 -7.371 -0.697
C 30.853 -10.136 -7.020 -0.604
C 30.991 -10.003 -5.518 -0.646
H 27.780 -9.318 -6.007 0.069
H 27.761 -10.875 -6.593 0.416
H 29.166 -9.951 -8.374 0.301
H 29.521 -8.531 -7.479 0.306
H 31.625 -9.577 -7.545 0.341
H 30.910 -11.199 -7.268 0.309
H 30.981 -8.969 -5.169 0.215
H 31.729 -10.622 -5.012 0.463
O 27.161 -7.597 -4.455 -0.738
S 27.806 -6.629 -3.608 1.297
O 29.225 -6.388 -3.734 -0.709
C 27.001 -5.032 -3.781 -0.594
C 26.800 -4.536 -2.329 -0.230
C 27.218 -5.575 -1.283 0.293
C 27.365 -6.946 -1.923 -1.382
H 26.018 -5.218 -4.207 0.025
H 27.514 -4.335 -4.431 0.555
H 27.337 -3.609 -2.132 0.298
H 25.746 -4.276 -2.200 -0.136
H 26.636 -5.553 -0.366 0.413
H 28.232 -5.303 -0.962 -0.361
H 26.446 -7.535 -1.881 0.470
H 28.111 -7.620 -1.502 0.599
O 30.915 -1.218 3.685 -0.646
S 31.540 -1.589 2.452 1.117
O 32.906 -1.170 2.248 -0.666
C 31.334 -3.351 2.163 -0.834
C 30.801 -3.531 0.717 0.670
C 30.903 -2.178 0.024 -0.293
C 30.577 -1.100 1.022 -0.889
H 30.530 -3.636 2.845 0.308
H 32.201 -3.911 2.503 0.498
H 31.476 -4.249 0.246 0.534
H 29.801 -3.944 0.761 -1.042
H 30.317 -2.113 -0.897 0.385
H 31.922 -2.028 -0.350 0.121
H 29.522 -1.055 1.289 0.163
H 30.929 -0.094 0.794 0.576
O 31.145 -1.534 -5.725 -0.697
S 31.212 -2.527 -4.679 0.942
O 30.071 -2.755 -3.830 -0.406
C 31.706 -4.115 -5.481 -0.324
C 33.190 -4.194 -5.245 -0.699
C 33.563 -3.653 -3.863 -0.553
C 32.708 -2.419 -3.633 0.003
H 31.419 -3.987 -6.521 0.429
H 31.022 -4.817 -5.000 0.015
H 33.582 -5.193 -5.447 0.384
H 33.697 -3.584 -6.001 0.325
H 34.622 -3.410 -3.886 0.328
H 33.377 -4.413 -3.104 0.287
H 33.221 -1.539 -4.028 0.381
H 32.370 -2.210 -2.624 -0.286
```

- structure (SMILES) = O=S1(=O)CCCC1.O=S1(=O)CCCC1.O=S1(=O)CCCC1.O=S1(=O)CCCC1.O=S1(=O)CCCC1.O=S1(=O)CCCC1.O=S1(=O)CCCC1.O=S1(=O)CCCC1
- calculated total energy (eV) = -153660.0845
- charge = 0
- ΔE to the lowest compared entry with this formula, charge and spin (kJ/mol) = 122.6
- HOMO level (eV) = -9.6
- LUMO energy (Ha) = 0.009
- M (g/mol) = 961.38
- HOMO-LUMO gap (eV) = 9.847
- largest force on an atom (eV Å⁻¹) = 1.9

---

The following is a DFT calculation (ωB97M-V/def2-TZVPD) of C29H36BCl2DyF2N5O8S as an isolated structure in a non-equilibrium geometry.

```
85
Properties=species:S:1:pos:R:3:mulliken_charge:R:1
Dy -1.509 -0.503 -0.206 0.168
C -5.213 4.398 -1.419 -1.590
C -4.965 3.370 -0.350 1.048
C -3.785 3.382 0.387 -0.573
C -3.517 2.386 1.313 -0.264
C -4.438 1.368 1.508 -0.193
C -5.631 1.355 0.801 -0.783
C -5.890 2.355 -0.119 -0.419
S -3.990 -0.039 2.505 1.341
O -5.201 -0.572 3.080 -0.787
O -3.061 0.507 3.525 -0.990
N -3.166 -1.062 1.624 0.026
C -4.060 -2.072 1.021 -0.355
C -3.260 -3.041 0.136 0.270
O -3.499 -4.239 0.204 -0.758
O -2.355 -2.492 -0.598 -0.652
H -4.518 5.231 -1.331 0.376
H -6.234 4.782 -1.381 0.400
H -5.064 3.937 -2.398 0.266
H -3.052 4.162 0.222 0.308
H -2.606 2.399 1.889 0.282
H -6.332 0.547 0.966 0.460
H -6.806 2.329 -0.696 0.359
H -4.826 -1.600 0.390 0.317
H -4.574 -2.634 1.799 0.484
N 1.342 -0.846 0.572 0.953
C 2.200 -1.254 1.685 -0.347
C 2.735 -2.670 1.485 -0.769
C 1.683 -3.718 1.100 -0.685
C 0.430 -3.753 1.973 -0.908
N -0.528 -2.703 1.606 -0.418
H 1.721 -1.228 -0.290 -0.097
H 1.340 0.162 0.474 -0.267
H 1.623 -1.228 2.614 0.059
H 3.053 -0.576 1.813 0.249
H 3.230 -2.979 2.411 0.505
H 3.497 -2.653 0.703 0.062
H 2.167 -4.696 1.157 0.481
H 1.369 -3.565 0.063 0.186
H 0.711 -3.638 3.027 0.384
H -0.025 -4.744 1.867 0.512
H -1.443 -2.938 1.984 0.203
H -0.651 -2.763 0.591 0.155
N -0.333 -0.579 3.615 0.291
C 0.249 0.772 3.631 -0.769
C -0.040 1.555 2.300 0.680
O 0.426 2.683 2.253 -0.756
O -0.703 0.944 1.399 -0.192
H -0.057 -1.137 4.416 0.425
H -0.141 -1.098 2.736 -0.484
H -1.416 -0.418 3.653 0.354
H 1.327 0.733 3.773 0.366
H -0.197 1.346 4.442 0.461
F -4.332 0.011 -1.508 -0.182
B -3.116 0.626 -1.699 0.491
F -3.323 1.533 -2.693 -0.260
Cl 5.075 -0.800 -0.687 -0.158
C 4.626 0.848 -0.355 1.042
C 5.206 1.403 0.777 -0.720
C 4.782 2.622 1.262 -0.510
C 3.734 3.272 0.631 -0.590
C 3.186 2.742 -0.516 0.618
Cl 1.870 3.586 -1.260 -0.214
C 3.634 1.526 -1.096 -0.731
N 3.000 1.118 -2.256 -0.010
C 3.365 0.200 -3.243 0.491
C 4.700 0.081 -3.635 -0.009
C 5.094 -0.869 -4.558 -0.532
C 4.151 -1.698 -5.138 -0.827
C 2.810 -1.504 -4.845 -0.788
C 2.383 -0.550 -3.929 0.435
C 0.896 -0.316 -3.768 -1.645
C 0.344 -0.471 -2.340 1.436
O 0.080 -1.607 -1.893 -0.642
O 0.176 0.586 -1.666 -0.654
H 5.960 0.832 1.301 0.408
H 5.234 3.044 2.149 0.377
H 3.315 4.181 1.038 0.393
H 2.040 1.448 -2.296 -0.086
H 5.428 0.759 -3.211 0.495
H 6.140 -0.963 -4.819 0.390
H 4.447 -2.468 -5.839 0.375
H 2.064 -2.113 -5.343 0.356
H 0.356 -1.026 -4.392 0.552
H 0.659 0.700 -4.097 0.328
```

- <S²> = 9.111
- calculated total energy (eV) = -120571.6780
- charge = -1
- ΔE to the lowest compared entry with this formula, charge and spin (kJ/mol) = 48.3
- HOMO level (spin up / spin down) (eV) = -5.8 / -5.7
- LUMO energy (spin up / spin down) (Ha) = 0.074 / 0.074
- M (g/mol) = 896.92
- HOMO-LUMO gap (spin up / spin down) (eV) = 7.771 / 7.755
- multiplicity = 6
- largest force on an atom (eV Å⁻¹) = 2.4

---

The lowest ΔE to the lowest compared entry with this formula, charge and spin belongs to which entry? C41H48AsHfN6OPS3